[1]
78
Properties=species:S:1:pos:R:3 method="wB97M-V/def2-TZVPD" relative_energy_kcal_mol=23.5 total_charge=-1 homo_energy_ev=-4.2
Cl 3.4501 1.3375 2.9849
Cl 3.2750 0.2431 0.1168
Cl 4.0252 -2.2429 2.4422
Si -0.0753 -3.2496 -1.4738
O -3.0429 -1.2799 -0.4633
O -1.5759 1.8561 0.8533
O 0.3201 -1.5828 -2.0933
N 1.4871 -0.7599 1.9935
N -2.9459 -0.2613 -2.5441
N -0.4976 -0.5274 2.9981
N -0.0141 3.4162 1.4404
C 1.6221 -2.0486 -4.5451
C -0.0410 -0.1844 -5.9876
C 0.6604 -4.9042 -2.3681
C 1.6440 0.0135 4.3053
C 0.4261 3.8429 -2.1881
C 0.6562 -3.9566 0.2252
C -3.3336 0.9338 -3.3111
C 1.9563 2.0098 -2.3390
C 1.3755 3.8649 1.3639
C 1.7198 3.3826 -2.4355
C 0.8862 -0.9212 -3.8368
C -3.0297 -1.5449 -3.2445
C 0.9563 1.0373 -2.1728
C -0.5967 2.9285 -1.9989
C 0.8599 -0.3863 3.1312
C -0.3089 1.5561 -1.9631
C -0.3959 2.2190 0.9311
C -2.9676 -0.2620 -1.1556
C -1.0269 4.4317 1.6981
C 0.5005 -1.0443 1.0830
C -0.7329 -0.9144 1.6671
C -1.8835 -4.0944 -1.1759
C -0.0293 -0.1486 -4.4854
C 1.2691 -0.4630 -2.3989
Be 3.1529 -0.6118 1.7927
H -0.6016 0.6405 -6.4439
H -0.6630 0.6453 -4.0249
H 2.9709 1.6489 -2.5020
H -1.1359 0.8659 -1.9102
H 2.2566 -0.7100 -1.9553
H 0.2169 -3.5090 1.1303
H 2.5435 4.0913 -2.6459
H -2.6742 -3.3336 -0.9917
H -2.9010 0.7759 -0.7324
H 1.5480 4.4563 0.4411
H -1.6987 -1.2215 1.2403
H -0.6716 5.0564 2.5191
H 2.2727 -2.6207 -3.8600
H 2.2256 -1.5647 -5.3508
H -1.1857 5.0693 0.8188
H -1.6144 3.2991 -1.8541
H 0.9494 -0.0984 -6.4600
H 0.4456 -5.0488 0.2657
H 0.8414 -2.6705 -5.0537
H 0.0156 -5.1961 -3.2337
H 2.2102 -0.8448 4.7181
H 2.0490 2.9904 1.3714
H 0.2024 4.9049 -2.2648
H -2.5421 -1.4456 -4.2302
H 1.7211 -4.7528 -2.6893
H -4.3094 0.7897 -3.8162
H 0.7944 -1.2481 0.0799
H -3.3820 1.7982 -2.6294
H 0.4457 1.5735 0.5769
H -1.8311 -4.7606 -0.2570
H -1.9577 3.9324 1.9636
H -0.4653 -1.1234 -6.3638
H -1.2097 -0.1294 3.6605
H 1.1436 0.6223 5.0644
H -2.1219 -4.7536 -2.0524
H -4.0928 -1.8246 -3.3960
H 2.4620 0.7674 3.8001
H -2.5696 1.1419 -4.0806
H 0.6274 -5.7444 -1.6134
H 1.7378 -3.8061 0.3192
H -2.5268 -2.3155 -2.6313
H 1.5770 4.4943 2.2482

***

[2]
78
Properties=species:S:1:pos:R:3 method="wB97M-V/def2-TZVPD" relative_energy_kcal_mol=91.2 spin_multiplicity=5 homo_energy_ev="-7.8 / -7.8" s_squared=6.02
Co 0.7285 -0.1095 3.5515
Cl 2.7453 0.3732 3.5064
Cl 0.0656 -1.0379 5.3576
Cl 0.0605 -1.3203 1.5379
Si 0.8115 -2.5711 -0.1284
O -2.7085 -0.1496 -2.4175
O -3.3657 0.5282 4.5022
O 0.9754 -0.8079 -1.4192
N -1.0403 0.0264 -4.0590
N -3.2557 -1.7592 4.4921
N -0.6756 1.2513 2.7592
N -1.8552 3.1152 2.8246
C -0.4644 0.8418 -5.1326
C -2.1033 2.5597 1.5883
C -1.3471 1.4189 1.5318
C 1.1629 1.6902 -0.9464
C -2.0100 0.5227 -3.1999
C 3.8229 -0.6722 -2.7082
C -0.8724 -1.4076 -4.1309
C -0.7745 -2.8924 -1.0524
C 0.2657 2.2865 -1.8265
C 1.8046 0.3021 -1.3020
C 1.1176 3.6943 0.4074
C 2.7732 1.4056 -3.4239
C 1.5835 2.3971 0.1820
C -4.0372 -1.8329 3.2653
C -2.9352 -0.5362 4.9659
C -2.5464 -2.9833 4.8692
C 2.7184 -2.8196 -0.3483
C 2.7641 0.3806 -2.5179
C 0.7360 -4.3007 0.8323
C 3.7463 1.3956 -4.5664
C 0.1866 4.2765 -0.4458
C -1.0461 2.2816 3.5190
C -0.7527 2.4708 4.9542
C -0.2386 3.5792 -1.5732
H -1.3822 1.7944 5.5688
H -2.2311 -0.5591 5.8295
H 4.7861 1.5815 -4.2318
H 3.7383 -1.0862 -3.7337
H -0.9597 3.5135 5.2352
H -1.5925 -3.0729 4.3220
H 2.2904 1.9226 0.8836
H -2.3421 -2.9860 5.9519
H 2.6904 -2.0723 -1.1538
H -1.2135 0.7494 0.6949
H -0.6901 -1.7115 -5.1581
H 3.0271 -3.8424 -0.7008
H -1.3994 -3.6194 -0.4717
H 3.4771 2.1783 -5.2920
H 1.2367 -5.0850 0.2462
H -0.5765 0.3384 -6.1039
H -3.3932 -1.7115 2.3756
H -0.6110 -3.3559 -2.0457
H -3.1936 -3.8203 4.6097
H -1.4110 -2.0008 -1.2405
H 0.3120 2.2378 5.1330
H 1.5084 4.2391 1.2763
H 4.8436 -0.2558 -2.5778
H 0.6095 1.0054 -4.9651
H -2.0377 1.6425 -3.2508
H -0.1793 5.3108 -0.2517
H 3.7663 0.4283 -5.1069
H -0.0259 -1.7095 -3.5071
H -1.7798 -1.8799 -3.7292
H 3.7532 -1.4989 -2.0057
H -0.9390 4.0218 -2.2849
H 2.1842 2.3144 -3.2851
H 3.3697 -2.5105 0.4948
H -2.8175 2.9494 0.8678
H -4.4937 -2.8174 3.2404
H -0.9690 1.8139 -5.1592
H -0.2872 -4.6729 1.0454
H 1.2714 -4.2743 1.8072
H 0.0122 1.6990 -2.7159
H -4.8125 -1.0503 3.2684
H -2.1279 4.0465 3.1433
H 2.5487 0.2086 -0.4709

***

[3]
78
Properties=species:S:1:pos:R:3 method="wB97M-V/def2-TZVPD" relative_energy_kcal_mol=0.1 spin_multiplicity=2 total_charge=+2 homo_energy_ev="-15.7 / -15.7" s_squared=0.76
Pb 0.0501 0.2654 -0.6272
Cl -0.2845 0.5261 3.0290
O 0.8496 -0.0464 3.7071
O -1.1012 1.1779 4.0100
O -1.0209 -0.5268 2.4222
O 0.1657 1.3918 2.0509
N 2.6106 1.0086 -0.6391
N -2.5063 0.7118 -0.6741
N 1.4978 -1.5662 -2.2521
N -0.1007 2.8422 -1.2952
N -1.3697 -2.1010 -1.1337
N 1.4022 -1.5059 0.5749
C -0.5188 6.0702 -2.8788
C 2.2719 -3.7684 -3.5029
C 0.0872 3.6952 -2.0759
C 2.2357 -2.0028 1.1691
C 2.2249 -3.5176 4.0057
C -4.8888 1.2632 0.4674
C 3.3385 -2.6645 1.8182
C -0.0983 6.9731 -3.9841
C -7.3349 1.9653 0.0676
C 3.3040 -2.6357 3.3322
C -2.2135 -4.2613 0.1809
C -2.7109 -3.8954 1.6392
C -3.5498 -2.5782 1.8102
C 3.5580 1.5466 -0.1298
C 4.2789 3.3333 1.4445
C -1.7487 -3.0597 -0.5624
C 0.2858 4.7985 -3.0493
C 1.8314 -2.5210 -2.8588
C 4.6948 2.3243 0.4695
C 1.5940 -5.0896 -2.8766
C 1.2920 -5.1974 -1.3921
C -3.5851 0.9856 -0.1997
C 3.9148 4.7360 0.8020
C -6.0481 1.1505 -0.4959
H 2.4211 -4.5495 4.2968
H 0.4615 -4.5001 -1.2821
H -1.7989 -3.8641 2.2353
H -3.2303 -4.7482 2.0764
H 2.3471 -5.8499 -3.0833
H 2.8354 4.8210 0.6766
H 4.1991 5.5921 1.4138
H 5.3839 1.6830 1.0191
H 3.3362 -3.8195 -3.2731
H 4.1508 -2.0357 1.4536
H -0.4340 6.6006 -4.9519
H -0.3795 6.6072 -1.9406
H 3.2678 -1.5693 3.5548
H -3.1469 -4.5977 -0.2705
H 1.2750 -3.3716 3.4913
H -0.4958 7.9792 -3.8507
H 0.7790 -5.4191 -3.5211
H -7.1022 2.9730 -0.2768
H -5.7584 1.5015 -1.4864
H 2.0290 -3.0147 4.9527
H -6.4566 0.1415 -0.5505
H 2.1723 -4.8365 -0.8602
H -8.2225 1.5145 -0.3763
H -7.3672 2.0478 1.1540
H -4.5997 -2.8053 1.6248
H -3.3395 -1.6706 1.2443
H -4.7519 2.2256 0.9604
H 5.0839 3.5400 2.1498
H 0.9323 7.3243 -4.0360
H 0.1368 4.3746 -4.0424
H 3.4721 3.0151 2.1048
H -1.5493 5.7325 -2.9891
H -1.5781 -5.1466 0.1586
H 5.2894 2.7614 -0.3326
H 2.0576 -3.5806 -4.5550
H 1.3442 5.0580 -3.0728
H 4.4903 4.7986 -0.1215
H -4.9771 0.4447 1.1819
H -3.4721 -2.3347 2.8698
H 4.2584 -3.0408 3.6686
H 3.4958 -3.6022 1.2851
H 1.0339 -6.2070 -1.0722

***

[4]
72
Properties=species:S:1:pos:R:3 method="wB97M-V/def2-TZVPD" relative_energy_kcal_mol=76.7 total_charge=+2 homo_energy_ev=-13.6
Te 2.5394 0.4175 -1.5513
Pd 0.0861 0.3363 -0.4450
Si -1.2212 0.3217 1.4813
O -0.3606 -1.1983 -2.4128
O -0.2472 2.0713 -2.6451
O -0.2071 -1.1936 -4.6996
C -1.5109 2.2229 1.8050
C -1.1429 2.3676 -4.7901
C 4.3242 -0.1088 -0.4775
C -1.9452 2.8914 0.4957
C 6.8080 -2.6784 -1.7446
C -3.6019 -1.0534 2.6319
C 6.0244 -3.4010 -2.6335
C 2.7169 -1.5793 -2.3343
C -2.8314 -1.8606 0.3197
C 1.3307 -0.2546 2.5158
C 4.1531 -1.9783 -2.1322
C -0.3648 -1.0206 -3.5645
C -0.2026 -2.1946 2.4237
C -2.4872 2.5073 2.9423
C 4.9351 -1.2607 -1.2333
C -0.1151 2.7673 2.1727
C -4.0876 0.3211 0.5549
C -0.1315 -0.6969 2.7380
C -0.5408 -0.4125 4.1841
C -3.1976 -0.6948 1.2287
C -2.4146 1.3121 -2.8215
C 6.2648 -1.6178 -1.0383
C 4.6963 -3.0556 -2.8241
C -1.1430 1.7002 -3.4716
H 7.8500 -2.9372 -1.6122
H -2.2132 1.9792 3.8573
H -2.2184 0.8495 -1.8549
H 0.6337 2.5034 1.4172
H 2.0407 -2.2230 -1.7719
H -0.1360 2.4553 -5.2059
H -2.9892 0.6253 -3.4458
H 4.0851 -0.3847 0.5493
H -2.2825 -2.6415 0.8404
H -1.2603 2.6305 -0.3239
H -1.5865 -0.6530 4.3766
H -2.4701 3.5799 3.1642
H 1.9822 -0.8295 3.1821
H 0.0049 -2.3905 1.3679
H -1.5576 3.3750 -4.6591
H -2.9380 -1.7848 3.0862
H 2.4262 -1.6107 -3.3831
H 1.6488 -0.4585 1.4868
H -5.0586 -0.1524 0.3513
H 0.2176 2.4089 3.1468
H -1.1667 -2.6285 2.6844
H 4.9852 0.7545 -0.4477
H 4.0796 -3.6180 -3.5159
H 6.4519 -4.2266 -3.1867
H -3.6878 0.6450 -0.4053
H -0.3704 0.6319 4.4526
H -1.7667 1.8383 -5.5093
H 0.5536 -2.7191 3.0148
H -2.2590 -1.5460 -0.5548
H 0.0645 -1.0310 4.8548
H -0.1560 3.8610 2.2258
H 0.3340 2.7364 -3.0737
H -2.9612 2.6230 0.2074
H -4.2930 1.1838 1.1836
H 6.8805 -1.0563 -0.3455
H -3.6838 -0.1790 3.2801
H -4.5997 -1.5139 2.5969
H -3.0123 2.2192 -2.6794
H -3.7562 -2.3193 -0.0609
H -1.9171 3.9791 0.6180
H 1.4897 0.8005 2.7307
H -3.5136 2.2470 2.6865

***

[5]
76
Properties=species:S:1:pos:R:3 method="wB97M-V/def2-TZVPD" relative_energy_kcal_mol=3.9 homo_energy_ev=-5.8
Cl 2.0506 -2.0902 1.5721
Al 0.6368 -0.6778 0.5186
O 1.2578 1.1386 0.6851
O -0.3524 -0.2758 2.1482
O -0.0148 1.3556 -3.3827
O -1.2308 0.9199 -0.0461
N -0.7897 -0.7737 4.3686
N 2.0915 3.1689 0.3194
N -2.8007 0.9167 -1.7473
C 1.7863 -2.1582 -1.6716
C -1.0042 -1.3277 -4.0263
C -0.4985 -1.0779 3.1144
C 2.9988 -0.0734 -1.1178
C 1.2768 2.1928 -0.0134
C -0.6092 -2.6577 -5.9918
C 0.6673 0.3874 -3.3726
C 1.2131 -1.3797 -5.0684
C -4.0368 0.6683 -1.0047
C -1.4658 -2.2405 -4.9701
C 2.9404 3.0461 1.4835
C -0.8474 -1.8311 5.3866
C -1.7259 1.4418 -1.0514
C -0.9665 0.6131 4.7943
C 1.6477 -0.9082 -1.1249
C -3.0189 1.4011 -3.1022
C 0.3271 -0.9132 -4.0810
C 0.7320 -2.2454 -6.0520
C -2.9106 -1.7443 1.0453
C -2.4815 -3.7043 -0.4004
C 2.0593 4.4160 -0.3756
C -0.8767 -1.6968 -0.4559
C -1.8313 -2.5495 0.3584
C 2.9570 -3.0417 -1.4832
H 0.0688 -1.8375 5.9861
H -0.3008 -2.4128 -1.0290
H 3.2168 -0.0519 -0.0703
H -2.0558 1.7091 -3.4992
H -3.2548 -2.2421 1.9592
H -0.3691 -2.1299 2.9202
H -1.4674 -1.0733 -1.1202
H -1.8996 0.7371 5.3546
H 3.0358 4.6962 -0.7206
H -0.9418 -2.7742 4.8383
H 2.6377 3.7652 2.2385
H -0.9635 -3.3417 -6.7503
H -1.3218 2.3878 -1.4690
H -3.7771 -1.6342 0.3949
H -4.3848 -0.3518 -1.2221
H -0.9610 1.2670 3.9033
H 2.9530 0.9662 -1.5515
H 1.7193 5.1901 0.2863
H 2.9174 2.0381 1.9127
H 3.8025 -0.6553 -1.5983
H -3.8795 0.7789 0.0707
H 2.5886 -3.8839 -0.8877
H 1.8255 0.5161 -3.3512
H -3.1169 -4.2978 0.2749
H 3.3720 -3.4401 -2.4227
H -1.6712 -0.8805 -3.2756
H -2.5514 -0.7511 1.2956
H -0.1459 0.9204 5.4669
H -1.7408 -4.3619 -0.8603
H 1.3963 4.3532 -1.2219
H -2.5084 -2.5669 -4.8962
H 1.4079 -2.5570 -6.8552
H -4.7922 1.3983 -1.3277
H 3.9649 3.2919 1.2249
H 0.6773 2.3186 -0.9266
H -3.7232 2.2457 -3.0868
H 3.7271 -2.5432 -0.8921
H -1.7013 -1.6706 6.0486
H -3.1134 -3.3127 -1.1976
H -3.4149 0.5729 -3.7025
H 2.2550 -1.0330 -5.0264
H 0.9787 -2.6630 -2.2753
H -1.2093 -3.0023 1.1416

***

[6]
80
Properties=species:S:1:pos:R:3 method="wB97M-V/def2-TZVPD" spin_multiplicity=3 homo_energy_ev="-8.3 / -8.5" s_squared=2.02
Au -2.1405 -1.9605 2.8419
Cl -0.8928 0.0093 2.4203
Cl -1.0709 -1.8512 5.0025
S -4.0651 -2.2168 5.0209
Si 1.3060 1.0088 -2.1276
O -2.6657 -4.3311 2.4565
O 0.6425 -3.5243 2.1584
O 2.0758 2.4750 -1.9476
O -2.1106 -2.2844 0.6590
N 1.8187 -2.1507 3.5756
N -2.7314 -1.4412 -1.3530
N -3.8956 -6.1116 3.2366
N -3.4722 -4.5368 6.5422
C -3.5728 -0.5411 -2.1339
C 2.5932 -0.1703 -2.7890
C 3.5351 5.2871 -1.4038
C 1.7758 5.5759 -5.9484
C -0.0863 1.2221 -3.3655
C 0.9423 -3.1528 3.2891
C -1.9281 -2.3786 -2.1345
C 2.6115 3.9290 -4.3671
C 0.7647 5.3916 -3.7581
C -2.7420 -1.4135 -0.0210
C 0.7041 0.4839 -0.4480
C 2.1432 -1.7329 4.9252
C 1.6197 3.8243 -2.0064
C -3.1260 -7.1254 2.5174
C 0.8356 6.0121 -5.0049
C -3.6468 -4.8012 3.0635
C 2.4365 4.6389 -1.0098
C 1.9343 4.5979 0.4037
C 2.4624 -1.4197 2.5118
C 2.6497 4.5281 -5.6341
C -4.9331 -6.5594 4.1555
C -3.6938 -3.5468 5.9103
C 4.3498 6.1695 -0.5185
C 1.6715 4.3707 -3.4318
H 3.3160 -0.4323 -2.0035
H -5.2695 -5.7035 4.7530
H -4.2007 -1.1221 -2.8279
H 2.3307 -1.9716 1.5778
H 3.1484 0.2788 -3.6243
H 0.5763 3.8760 -1.6575
H 4.4951 5.7491 0.4862
H -4.3996 -4.1351 3.5152
H 2.0270 -0.4139 2.4061
H -5.7781 -7.0024 3.6161
H 2.1216 -1.0968 -3.1476
H 0.4872 -3.5882 4.2024
H 5.3347 6.3084 -0.9772
H 1.5228 -2.2831 5.6338
H -4.5402 -7.3183 4.8374
H -2.9625 0.1649 -2.7209
H -2.1633 -6.7222 2.1699
H 1.5417 0.4369 0.2631
H 1.9617 -0.6556 5.0495
H 1.5651 3.5935 0.6612
H -2.5519 -2.7725 -2.9512
H -1.0687 -1.8582 -2.5935
H 3.9036 7.1694 -0.4015
H 3.3773 4.1748 -6.3670
H 1.1049 5.3124 0.5452
H -2.9376 -7.9742 3.1891
H 3.2043 -1.9340 5.1337
H 2.7325 4.8680 1.1053
H 3.5315 -1.3142 2.7454
H 0.2327 -0.5086 -0.4599
H -0.0330 1.1836 -0.0345
H 0.0425 5.6941 -2.9925
H 0.1575 6.8373 -5.2349
H -0.9025 1.8362 -2.9567
H -0.5000 0.2433 -3.6541
H 3.8829 5.1996 -2.4378
H -4.2103 0.0225 -1.4463
H 3.3096 3.1302 -4.0937
H 0.2817 1.7161 -4.2785
H -3.3287 -0.6050 0.4459
H -3.7022 -7.5246 1.6646
H -1.5673 -3.1923 -1.4998
H 1.8279 6.0596 -6.9276